# C22H43BrO5

A cluster of 4 separate species, C22H43BrO5 in total in a non-equilibrium geometry (wB97M-V/def2-TZVPD, the OMol25 dataset).

The calculation puts the total energy at -3813.8933 a.u. Its structure (SMILES) is C#CCCC[C@@]1([C@H](C)CC)COC(=O)[C@H]1Br.CC(C)O.CC(C)O.CC(C)O. The molar mass comes out at 467.48 g/mol. The value obtained for the highest occupied orbital energy is -9.644 eV. The value obtained for the orbital gap is 9.9112 eV. For the energy above the lowest of the compared OMol25 structures with the same formula, charge and spin, the calculation gives 6.524 eV.

```
71
Properties=species:S:1:pos:R:3:lowdin_charge:R:1
C 2.3594 -1.3088 -0.0088 0.043
C 1.6619 -0.9129 -1.1732 -0.080
C 0.6826 -0.5653 -2.4842 -0.183
C 0.2609 -1.8939 -3.3464 -0.217
C -1.2323 -2.4886 -3.0475 -0.169
C -1.4651 -2.9786 -1.4685 -0.280
C -1.8448 -1.8443 -0.3510 -0.261
C -2.6078 -2.4047 0.9914 -0.082
C -2.7185 -0.5716 -0.8915 -0.228
C -4.3271 -0.8394 -1.0579 -0.131
C -2.6296 -4.1800 -1.4938 -0.113
O -2.2027 -5.2252 -0.5044 -0.137
C -0.8055 -5.0900 0.0125 -0.299
O -0.2069 -5.6528 1.0624 -0.012
C -0.2033 -4.0253 -1.1292 -0.426
Br 0.2820 -5.3785 -2.5786 0.700
H 2.7101 -1.7835 1.0227 0.044
H -0.1998 0.1421 -2.1872 0.083
H 1.3842 0.0806 -3.2030 0.120
H 1.1412 -2.6584 -3.2483 0.089
H 0.2596 -1.5524 -4.4907 0.127
H -1.4498 -3.3701 -3.8232 0.107
H -2.0025 -1.6339 -3.3670 0.124
H -0.8064 -1.3952 0.0312 0.135
H -2.7856 -1.4508 1.6872 0.104
H -3.6681 -2.8628 0.8056 0.081
H -1.9095 -3.1182 1.6457 0.101
H -2.3432 -0.0809 -1.8835 0.088
H -2.6157 0.2757 -0.0559 0.115
H -4.6533 -0.3846 -2.1010 0.080
H -4.9893 -0.2967 -0.2269 0.090
H -4.6519 -1.9629 -1.0511 0.055
H -2.7412 -4.8091 -2.4792 0.130
H -3.6990 -3.9213 -1.0986 0.119
H 0.8312 -3.5561 -0.8472 0.092
C 0.3290 3.2926 -1.6415 -0.060
C -0.8578 2.9436 -0.7577 -0.475
C -0.8702 3.7825 0.5102 -0.064
O -0.7973 1.5627 -0.4097 -0.110
H 1.2746 3.0993 -1.1226 0.085
H 0.3320 2.6725 -2.5444 0.069
H 0.3030 4.3454 -1.9397 0.075
H -1.7890 3.1012 -1.3125 0.143
H 0.0328 3.6065 1.1056 0.081
H -1.7227 3.5118 1.1423 0.081
H -0.9322 4.8499 0.2767 0.071
H 0.0264 1.4134 0.0834 0.096
C 2.4290 7.4415 -1.1181 -0.063
C 1.2422 7.0925 -0.2343 -0.498
C 1.2298 7.9314 1.0336 -0.062
O 1.3027 5.7116 0.1138 -0.090
H 3.3746 7.2482 -0.5992 0.083
H 2.4320 6.8215 -2.0210 0.080
H 2.4030 8.4943 -1.4162 0.082
H 0.3110 7.2501 -0.7891 0.141
H 2.1328 7.7555 1.6290 0.083
H 0.3773 7.6608 1.6657 0.081
H 1.1678 8.9989 0.8001 0.082
H 2.1264 5.5623 0.6069 0.104
C 3.8948 -3.6752 4.2812 -0.068
C 2.4068 -3.6693 4.5931 -0.503
C 1.6660 -4.7189 3.7800 -0.067
O 1.8689 -2.3815 4.3039 -0.063
H 4.0749 -3.4452 3.2250 0.074
H 4.4133 -2.9066 4.8644 0.080
H 4.3419 -4.6481 4.5080 0.081
H 2.2539 -3.8559 5.6616 0.139
H 1.7670 -4.5260 2.7060 0.069
H 0.5945 -4.6948 4.0057 0.083
H 2.0462 -5.7231 3.9918 0.084
H 2.0002 -2.2072 3.3571 0.068
```



# C22H43Cl2N2O5PRhS2Si2

A structure of composition C22H43Cl2N2O5PRhS2Si2 in a non-equilibrium geometry (wB97M-V/def2-TZVPD, the OMol25 dataset).

The calculation puts the total energy at -4097.5742 a.u. The molar mass comes out at 740.69 g/mol. As for the total charge: -2. The value obtained for the highest occupied orbital energy (spin up / spin down) is -0.479 / -0.466 eV. The multiplicity is 2. The value obtained for the orbital gap (spin up / spin down) is 4.2585 / 4.2489 eV. For the energy above the lowest of the compared OMol25 structures with the same formula, charge and spin, the calculation gives 1.778 eV.

```
80
Properties=species:S:1:pos:R:3:lowdin_spin:R:1
Rh 0.6798 -0.1958 0.1924 0.870
C -7.0355 -1.1282 -2.4909 0.000
C -6.1843 -1.8293 -1.4402 0.001
O -5.8438 -0.9722 -0.3686 0.004
P -4.5379 0.0736 -0.4610 0.005
S -1.3865 -0.3105 -1.2676 0.023
S -3.0043 -1.3739 -0.5625 0.020
O -4.5155 0.4237 1.1294 0.000
C -4.9872 1.6748 1.6144 0.000
C -4.0935 2.1444 2.7442 0.000
H -7.3088 -1.8396 -3.2733 0.000
H -6.4745 -0.3029 -2.9305 0.000
H -7.9419 -0.7233 -2.0378 0.000
H -5.2828 -2.2376 -1.9065 0.001
H -6.7424 -2.6574 -0.9940 0.000
H -6.0172 1.5398 1.9658 0.000
H -5.0011 2.4086 0.7999 0.000
H -4.0786 1.4049 3.5453 0.000
H -4.4570 3.0964 3.1369 0.000
H -3.0731 2.2652 2.3852 0.000
C 5.0201 -2.0031 -1.4584 -0.003
Si 3.8875 -1.7032 0.0639 -0.005
C 3.1330 -3.4244 0.2958 0.000
C 4.9303 -1.5995 1.6561 0.002
N 2.8849 -0.3408 -0.1670 -0.026
C 3.4200 0.9295 -0.2333 -0.001
C 4.8023 1.1848 -0.2802 0.000
C 5.3434 2.4651 -0.3457 0.002
C 4.4927 3.5530 -0.3656 0.001
C 3.1194 3.3359 -0.3255 0.002
C 2.5447 2.0524 -0.2644 0.002
N 1.1841 1.8515 -0.2369 0.008
Si 0.0340 3.1360 -0.1941 0.003
C 0.2488 4.2640 1.3234 -0.001
C -1.7816 2.6599 -0.1596 0.000
C 0.1767 4.2165 -1.7684 0.002
H 5.4395 -3.0148 -1.4472 -0.001
H 5.8541 -1.3028 -1.5285 0.000
H 4.4348 -1.8976 -2.3754 0.000
H 3.9256 -4.1107 0.6088 0.000
H 2.6885 -3.8288 -0.6109 0.000
H 2.3713 -3.4123 1.0751 0.000
H 5.4705 -2.5328 1.8434 0.000
H 4.2332 -1.4448 2.4848 0.000
H 5.6509 -0.7811 1.6763 0.000
H 5.4795 0.3416 -0.2493 0.000
H 6.4197 2.6045 -0.3662 0.000
H 4.8876 4.5633 -0.3996 0.000
H 2.4583 4.1905 -0.3229 0.000
H 0.0307 3.6862 2.2260 0.000
H -0.4430 5.1114 1.2849 0.000
H 1.2622 4.6546 1.4261 0.000
H -1.9375 1.8835 0.5885 0.000
H -2.1306 2.2781 -1.1158 0.000
H -2.3908 3.5331 0.1048 0.000
H 1.1319 4.7374 -1.8508 0.000
H -0.6178 4.9703 -1.7863 0.000
H 0.0703 3.5954 -2.6612 0.000
Cl 0.3020 -1.4896 5.0887 0.002
C -0.6020 -0.5155 4.0275 0.002
Cl -0.6986 1.4442 5.1658 -0.001
C -0.0426 -0.2118 2.6868 0.005
O -0.8546 0.2485 1.8384 0.054
O 1.1560 -0.4409 2.4079 0.016
H -1.6706 -0.5997 4.1436 0.000
C -0.5099 -3.2574 0.8447 0.005
C -0.2169 -3.4851 -0.6226 0.000
O 0.7420 -2.5428 -1.0628 0.004
C 1.1690 -2.7467 -2.3965 0.000
C 0.1909 -2.2926 -3.4706 0.000
H -1.3054 -3.9233 1.1822 0.000
H -0.8411 -2.2267 0.9922 0.003
H 0.3823 -3.4160 1.4494 0.000
H -1.1460 -3.3829 -1.1950 0.000
H 0.1809 -4.4996 -0.7907 0.000
H 1.3886 -3.8179 -2.5347 0.000
H 2.0971 -2.1789 -2.4792 0.000
H -0.7781 -2.7805 -3.3563 0.000
H 0.5935 -2.5244 -4.4607 0.000
H 0.0206 -1.2232 -3.3832 0.000
```



# C22H43I2NO6P

A structure of composition C22H43I2NO6P in a non-equilibrium geometry (wB97M-V/def2-TZVPD, the OMol25 dataset).

The calculation puts the total energy at -2306.7469 a.u. The molar mass comes out at 702.37 g/mol. As for the total charge: +1. The value obtained for the highest occupied orbital energy is -11.621 eV. The value obtained for the orbital gap is 7.8242 eV.

```
75
Properties=species:S:1:pos:R:3:lowdin_charge:R:1
C -1.2401 0.0765 2.9410 -0.151
C -0.8970 -0.1697 1.4550 -0.414
P -0.8912 1.4787 0.6436 1.002
C -2.6962 1.8716 0.5389 -0.256
C -0.3608 1.2821 -1.1770 -0.363
C 0.0013 -0.0935 -1.7168 -0.095
C -1.3947 -0.6813 -1.9980 -0.333
C -1.4231 -2.0124 -2.7187 -0.738
I -3.1277 -2.2041 -4.0275 0.899
C -1.2861 -3.1942 -1.7490 -0.785
C -2.3320 -3.2426 -0.6269 -0.161
I -1.4480 -5.0423 -2.8866 0.822
C -2.0265 0.5260 -2.5890 -0.017
N -1.4894 1.5634 -2.0917 0.093
H -0.5766 -0.4608 3.5971 0.059
H -2.2283 -0.3088 3.1428 0.065
H -1.2617 1.1317 3.1911 0.058
H -1.6798 -0.8064 1.0565 0.049
H 0.0518 -0.6823 1.3688 0.077
H -2.8097 2.8950 0.2169 0.034
H -3.2196 1.1930 -0.1285 0.031
H -3.1028 1.7235 1.5305 0.046
H 0.3871 2.0327 -1.3972 0.107
H 0.4406 0.1208 -2.6865 0.101
H 0.6781 -0.7014 -1.1397 0.136
H -1.8727 -0.6963 -1.0136 0.113
H -0.5592 -2.0333 -3.3679 0.066
H -0.2762 -3.2399 -1.3748 0.069
H -3.1175 -3.9313 -0.8860 0.041
H -2.7695 -2.2753 -0.4127 0.056
H -1.8478 -3.5901 0.2741 0.085
H -2.8350 0.5982 -3.2930 0.105
H -1.8158 2.4982 -2.3145 0.188
O 2.2072 0.2711 -4.1943 0.076
C 2.2079 -0.6437 -4.9820 -0.528
O 2.4225 -1.8844 -4.5184 -0.005
C 2.2805 -3.0675 -5.3237 -0.230
C 3.5454 -3.3840 -6.0914 -0.055
C 2.0502 -0.4155 -6.4658 0.022
H 1.4085 -2.9864 -5.9740 0.113
H 2.0696 -3.8650 -4.6133 0.118
H 3.7941 -2.5957 -6.8018 0.072
H 3.4297 -4.3172 -6.6417 0.088
H 4.3865 -3.4841 -5.4060 0.088
H 3.0270 -0.1813 -6.8863 0.103
H 1.3945 0.4392 -6.6124 0.091
H 1.6217 -1.2569 -7.0037 0.075
O 1.2375 7.8821 2.1672 0.122
C 1.2620 7.0545 1.3025 -0.522
O 1.5577 5.7750 1.6322 -0.002
C 1.4246 4.6791 0.7321 -0.268
C 2.6581 4.5021 -0.1322 -0.058
C 1.0427 7.4143 -0.1508 0.011
H 0.5114 4.7755 0.1380 0.098
H 1.2923 3.8034 1.3647 0.095
H 2.8305 5.3678 -0.7716 0.071
H 2.5601 3.6205 -0.7693 0.068
H 3.5399 4.3804 0.4956 0.088
H 1.9901 7.7433 -0.5751 0.097
H 0.3371 8.2398 -0.1909 0.092
H 0.6403 6.6061 -0.7580 0.064
O -2.5685 -1.0889 5.6591 0.099
C -1.7682 -1.6845 6.3300 -0.518
O -0.6051 -2.0676 5.7622 -0.018
C 0.4894 -2.6145 6.5100 -0.232
C 0.3534 -4.1101 6.7026 -0.062
C -2.0625 -2.0755 7.7585 0.018
H 0.6116 -2.0842 7.4545 0.115
H 1.3734 -2.3975 5.9127 0.122
H -0.5322 -4.3618 7.2856 0.070
H 1.2274 -4.5067 7.2187 0.085
H 0.2617 -4.6077 5.7372 0.083
H -2.6127 -3.0154 7.7556 0.099
H -2.6903 -1.3047 8.1975 0.094
H -1.1807 -2.1788 8.3853 0.072
```



Question: Number 1 is which compound?
Answer: C22H43BrO5